No. 1
The following is a DFT calculation (the ωB97M-V functional and the def2-TZVPD basis) of a structure of composition C6H16N3SeZr at a distorted geometry.

Element x y z (Å)
1 C 0.692 -1.953 -0.294
2 Zr 1.033 0.234 0.421
3 N -0.556 1.883 1.005
4 H -0.164 0.242 -1.127
5 H -0.703 1.986 2.015
6 H -0.064 -0.590 -1.350
7 H -0.339 -2.319 -0.328
8 H 1.169 -2.473 0.546
9 H 1.223 -2.299 -1.183
10 H -0.222 2.784 0.642
11 H -1.473 1.714 0.576
12 C 3.747 -0.589 -2.723
13 N 3.786 -0.501 -1.269
14 C 4.472 -1.356 -0.431
15 C 4.226 -0.973 0.846
16 N 3.363 0.102 0.775
17 C 2.880 0.881 1.929
18 C 3.124 0.438 -0.554
19 Se 2.036 1.885 -1.200
20 H 2.874 -1.164 -3.058
21 H 4.659 -1.085 -3.072
22 H 3.696 0.417 -3.146
23 H 5.090 -2.147 -0.824
24 H 4.559 -1.332 1.811
25 H 2.758 0.216 2.794
26 H 3.608 1.671 2.172
27 H 1.903 1.482 1.740

Atomic forces in eV per Å
0.5546 -0.3045 1.2538
-0.7719 -2.5443 -1.2812
-0.3377 0.3199 0.1426
-0.5924 -1.1430 -1.5209
-0.1480 0.1094 -0.5215
-0.0550 2.1527 1.0436
0.0579 -0.0519 -0.0828
0.0438 -0.3719 0.0794
-0.1136 0.0641 -0.1213
-0.2070 -0.2762 0.1659
0.2618 0.1687 0.2184
0.1104 -0.1441 0.0026
0.9778 -0.9235 -1.1200
-0.3272 0.3934 0.4601
0.7654 -1.1552 -0.0775
-1.6910 1.4563 1.6721
1.2167 0.3002 -0.0704
-1.9630 1.3483 -0.5620
1.4542 0.7230 -0.0996
0.1241 0.1435 0.0798
-0.2373 0.1356 0.0899
0.0323 -0.1597 0.0896
-0.0394 0.0233 0.0903
0.0834 -0.0631 -0.3606
0.0287 0.1370 -0.2569
-0.4667 -0.0391 0.0384
1.2389 -0.2989 0.6481

Properties
**Net charge**: +1
**Maximum force**: 2.951 eV/Å
**HOMO energy (spin up / spin down)**: -0.3378 / -0.3355 hartree
**LUMO (spin up / spin down)**: -0.124 / -0.128 Ha
**Multiplicity**: 1
**Energy relative to the best compared isomer or geometry (same formula, charge and spin)**: 36.05 kcal per mole
**Calculated total energy**: -77568.22735 eV

---

No. 2
The following is a DFT calculation (the ωB97M-V functional and the def2-TZVPD basis) of a cluster of 2 separate species, C6H16N4 in total at a distorted geometry.

Element x y z (Å)
1 H 0.230 -1.071 -2.533
2 N 0.797 -1.533 -1.824
3 C 0.996 -0.817 -0.771
4 C 2.245 0.032 -0.736
5 N 0.220 -1.043 0.468
6 C 0.806 -0.710 1.774
7 N -0.386 -2.345 0.504
8 H 3.131 -0.589 -0.899
9 H 2.177 0.737 -1.566
10 H 2.385 0.621 0.167
11 H 1.519 0.110 1.801
12 H 1.246 -1.585 2.255
13 H -0.012 -0.386 2.419
14 H 0.150 -3.159 0.786
15 H -1.323 -2.300 0.110
16 C -1.294 1.602 1.132
17 C -1.336 0.678 -0.066
18 C -0.694 1.566 -1.474
19 N -2.454 0.109 -0.339
20 H -1.788 2.545 0.899
21 H -1.798 1.154 1.992
22 H -0.256 1.842 1.364
23 H -0.485 0.908 -2.316
24 H 0.064 2.346 -1.388
25 H -1.583 2.129 -1.776
26 H -2.557 -0.841 0.016

Atomic forces in eV per Å
0.6293 -0.6732 -0.4650
-1.5596 1.5260 1.2900
0.7057 -2.1899 -0.0020
-0.4724 1.0916 0.4717
2.3724 -1.6462 -1.2032
-0.7100 0.0536 0.6296
-0.9293 2.5997 0.3599
-0.3743 -0.0982 0.0442
0.0763 -0.1257 -0.0774
0.1206 0.0547 0.0299
-0.0094 -0.1521 -0.4972
0.1698 -0.0477 -0.1896
-0.0411 -0.1577 0.0710
-0.2571 0.4641 -0.5480
0.8736 -0.9155 0.1283
1.6700 -0.9617 0.8422
-2.2784 4.2917 -2.7837
-1.2665 -0.7508 1.3401
2.0751 -2.3260 -1.2333
-0.1146 -0.2410 -0.4083
0.0852 0.0479 -0.0415
0.0549 0.2054 0.3515
0.1091 -0.1624 0.2775
0.3749 -0.4127 0.5590
-0.1808 -0.2431 0.1890
-1.1234 0.7692 0.8653

Properties
**Maximum force**: 5.600 eV/Å
**HOMO energy**: -0.2866 hartree
**LUMO**: 0.023 Ha
**Multiplicity**: 1
**SMILES**: [H]/N=C(\C)N(C)N.CC(C)=N
**Energy relative to the best compared isomer or geometry (same formula, charge and spin)**: 135.04 kcal per mole
**Calculated total energy**: -12435.49071 eV

---

No. 3
The following is a DFT calculation (the ωB97M-V functional and the def2-TZVPD basis) of a structure of composition C6H16N4O12V at a distorted geometry.

Element x y z (Å)
1 O -20.668 -9.132 8.192
2 V -19.840 -8.011 8.972
3 O -18.474 -7.881 8.015
4 O -20.581 -8.493 17.329
5 C -20.695 -9.720 16.614
6 C -19.903 -9.786 15.199
7 O -20.122 -8.773 14.197
8 H -21.776 -9.857 16.640
9 H -20.420 -10.503 17.320
10 H -20.023 -10.767 14.739
11 H -18.883 -9.811 15.583
12 C -15.817 -14.380 11.952
13 N -15.601 -13.450 10.769
14 O -16.602 -12.807 10.421
15 O -14.542 -13.424 10.184
16 H -16.306 -13.898 12.798
17 H -14.814 -14.779 12.099
18 H -16.601 -15.053 11.606
19 C -23.033 -14.916 11.350
20 N -22.939 -15.412 12.785
21 O -23.467 -14.753 13.645
22 O -22.297 -16.443 12.861
23 H -23.292 -15.801 10.768
24 H -22.036 -14.699 10.967
25 H -23.593 -13.983 11.285
26 C -24.936 -12.084 22.088
27 N -24.189 -11.374 23.111
28 O -23.189 -10.791 22.776
29 O -24.679 -11.354 24.231
30 H -24.348 -12.227 21.181
31 H -25.765 -11.434 21.811
32 H -25.483 -13.001 22.307
33 C -27.047 -9.027 13.855
34 N -26.383 -8.015 13.043
35 O -25.660 -7.278 13.675
36 O -26.328 -8.177 11.801
37 H -28.092 -8.927 13.559
38 H -27.131 -8.853 14.927
39 H -26.792 -10.018 13.478

Atomic forces in eV per Å
-0.1811 0.6880 0.9476
2.7574 -1.0862 -3.2018
-2.5863 0.3340 2.4418
0.4687 -2.7737 -2.1471
-1.4238 3.8668 4.1421
0.3568 2.4325 -3.7645
0.3313 -3.0470 3.5361
-0.5477 -0.1025 -1.7871
1.3530 -0.6679 -0.5750
-0.8486 -0.3642 0.2191
0.2972 0.6893 0.1878
0.2286 0.2457 -0.9150
-2.3778 1.1886 -0.3521
1.3560 -0.8193 0.5599
0.1231 -0.3381 0.5393
0.6442 0.5627 -0.1473
-0.5136 -0.3955 0.4862
0.5463 -0.4587 -0.1678
0.6494 0.0120 0.0234
0.5226 0.5844 -2.3298
0.1568 -0.5445 0.4906
-0.3391 0.0871 1.1735
-0.7954 0.4113 0.0237
0.2617 0.0633 0.6086
-0.4444 -0.5861 0.0081
-1.3281 -0.2668 -2.2065
-0.2751 -0.1435 1.1472
0.2316 0.0038 -0.0914
0.2030 -0.0786 -0.2579
0.2599 0.1169 0.3751
0.1628 0.4216 0.0117
0.7544 -0.0506 1.0294
-3.0535 -0.5584 -0.6965
3.0232 -1.0926 -1.2023
-0.4437 0.9739 -0.3651
-0.9682 0.5725 2.2840
-0.2885 -0.1631 -0.2442
1.2145 0.0798 -0.2338
0.5123 0.2033 0.4501

Properties
**Net charge**: -1
**Maximum force**: 5.843 eV/Å
**HOMO energy**: -0.1106 hartree
**LUMO**: -0.028 Ha
**Multiplicity**: 1
**Energy relative to the best compared isomer or geometry (same formula, charge and spin)**: 158.88 kcal per mole
**Calculated total energy**: -62678.77935 eV

---

No. 4
The following is a DFT calculation (the ωB97M-V functional and the def2-TZVPD basis) of a cluster of 2 separate species, C6H16N4O3 in total at a distorted geometry.

Element x y z (Å)
1 C -0.667 -0.768 0.010
2 C -2.091 -0.325 -0.179
3 C -2.467 0.973 -0.074
4 C 2.456 0.816 -0.193
5 C 0.163 -0.481 1.082
6 C 3.783 -0.820 -1.224
7 N 2.571 -0.041 -1.104
8 N -0.277 -1.816 -0.828
9 N -3.828 1.448 -0.358
10 N -0.002 0.517 2.063
11 O -3.014 -1.158 -0.718
12 O 1.315 1.580 -0.001
13 O 1.231 -1.315 1.292
14 H -1.665 1.732 0.251
15 H 3.148 1.026 0.635
16 H 4.434 -0.236 -1.906
17 H 4.080 -1.053 -0.177
18 H 3.640 -1.696 -1.901
19 H -0.721 -2.094 -1.680
20 H 0.707 -2.009 -0.733
21 H -4.554 0.745 -0.261
22 H -4.018 1.895 -1.298
23 H -3.976 2.127 0.367
24 H 0.189 1.483 1.699
25 H 0.604 0.224 2.994
26 H -0.916 0.639 2.575
27 H -2.849 -2.168 -0.825
28 H 0.623 1.505 -0.668
29 H 2.100 -0.730 1.160

Atomic forces in eV per Å
0.0177 -1.4223 0.8431
-0.3205 0.3518 -1.2190
2.3872 0.0382 0.5708
-0.3692 -0.5173 -0.7529
-1.2422 -2.7633 -2.4023
-0.0662 -0.0659 -0.8102
-1.1139 1.1495 0.2395
0.1405 1.0109 1.4401
0.3181 0.4112 -0.7356
-0.2013 1.3157 4.7922
0.4311 -1.6600 0.0568
0.5406 0.7498 0.4804
1.9161 2.7565 -0.1159
-1.9708 -0.9597 -0.7661
0.1418 0.1331 -0.2786
0.4049 -0.0558 1.1577
0.9197 -0.1840 -1.1350
-0.3402 0.2162 1.1854
-0.1861 0.4113 -0.2584
0.0030 -0.3839 -0.3068
-0.0205 -0.6448 0.1571
0.6764 -0.3931 0.9327
-0.7685 0.8383 0.2596
0.9032 -0.7954 0.4431
-1.0717 1.1148 -2.9931
0.2409 -0.6996 -1.0661
0.1891 2.5259 0.7147
0.6535 -0.4250 -0.7301
-2.2123 -2.0532 0.2969

Properties
**Net charge**: +2
**Maximum force**: 4.974 eV/Å
**HOMO energy**: -0.5662 hartree
**LUMO**: -0.252 Ha
**Multiplicity**: 1
**Energy relative to the best compared isomer or geometry (same formula, charge and spin)**: 120.70 kcal per mole
**Calculated total energy**: -18564.69198 eV

---

Question: Which value of energy relative to the best compared isomer or geometry (same formula, charge and spin) does entry 1 give?
Answer: 36.05 kcal per mole